{"formula": "C28H68N8NbO10", "method": "ωB97M-V/def2-TZVPD", "symbols": ["C", "C", "O", "O", "C", "C", "Nb", "H", "H", "H", "H", "H", "H", "H", "H", "H", "H", "H", "H", "C", "C", "O", "N", "C", "H", "H", "H", "H", "H", "H", "H", "C", "C", "O", "N", "C", "H", "H", "H", "H", "H", "H", "H", "C", "C", "O", "N", "C", "H", "H", "H", "H", "H", "H", "H", "C", "C", "O", "N", "C", "H", "H", "H", "H", "H", "H", "H", "C", "C", "O", "N", "C", "H", "H", "H", "H", "H", "H", "H", "C", "C", "O", "N", "C", "H", "H", "H", "H", "H", "H", "H", "C", "C", "O", "N", "C", "H", "H", "H", "H", "H", "H", "H", "C", "C", "O", "N", "C", "H", "H", "H", "H", "H", "H", "H"], "coordinates": [[-1.438, 1.412, 4.316], [-1.215, 1.966, 2.933], [-1.932, 2.903, 2.501], [-0.232, 1.490, 2.168], [0.492, 0.313, 2.541], [1.686, 0.582, 3.433], [3.213, 2.023, 2.482], [-2.499, 1.211, 4.409], [-1.193, 2.207, 5.010], [-0.878, 0.525, 4.566], [-0.186, -0.430, 2.963], [0.853, -0.104, 1.605], [2.243, -0.349, 3.525], [1.337, 0.910, 4.409], [4.465, 0.686, 2.126], [2.507, 1.860, 0.783], [1.957, 3.314, 2.848], [3.927, 2.170, 4.186], [4.256, 3.446, 2.054], [-1.289, -4.019, 1.759], [-1.946, -3.601, 3.048], [-1.349, -3.549, 4.113], [-3.266, -3.269, 2.990], [-4.133, -3.269, 1.824], [-0.247, -4.244, 1.961], [-1.770, -4.903, 1.343], [-1.338, -3.223, 1.022], [-3.652, -2.978, 3.874], [-4.523, -2.267, 1.637], [-4.977, -3.945, 1.972], [-3.580, -3.591, 0.949], [-3.687, -8.048, 7.213], [-4.362, -7.240, 6.131], [-5.554, -7.332, 5.872], [-3.558, -6.390, 5.443], [-2.129, -6.181, 5.622], [-4.426, -8.687, 7.685], [-2.899, -8.667, 6.797], [-3.250, -7.396, 7.966], [-4.029, -5.859, 4.729], [-1.918, -5.146, 5.873], [-1.595, -6.416, 4.700], [-1.762, -6.827, 6.414], [-4.388, 2.693, -2.335], [-2.945, 2.940, -2.714], [-2.509, 2.612, -3.813], [-2.165, 3.536, -1.792], [-2.522, 3.986, -0.450], [-4.880, 2.212, -3.174], [-4.453, 2.044, -1.462], [-4.897, 3.631, -2.113], [-1.212, 3.668, -2.091], [-2.361, 5.062, -0.365], [-1.913, 3.486, 0.298], [-3.565, 3.774, -0.242], [7.507, 3.635, -1.514], [6.061, 3.302, -1.207], [5.732, 2.705, -0.206], [5.123, 3.712, -2.109], [5.315, 4.434, -3.351], [8.116, 3.246, -0.704], [7.824, 3.175, -2.452], [7.654, 4.713, -1.584], [4.183, 3.464, -1.840], [4.784, 5.388, -3.329], [4.935, 3.862, -4.197], [6.371, 4.632, -3.509], [0.113, 3.080, -6.298], [1.212, 3.979, -5.788], [2.362, 3.589, -5.641], [0.870, 5.258, -5.490], [-0.437, 5.891, -5.590], [0.534, 2.096, -6.476], [-0.687, 2.997, -5.561], [-0.297, 3.466, -7.232], [1.641, 5.810, -5.153], [-0.401, 6.744, -6.264], [-0.761, 6.244, -4.609], [-1.173, 5.185, -5.957], [0.367, -2.642, -2.591], [-0.128, -4.004, -2.171], [-0.965, -4.149, -1.294], [0.400, -5.084, -2.806], [1.401, -5.105, -3.855], [-0.137, -1.893, -1.992], [1.441, -2.557, -2.424], [0.148, -2.453, -3.642], [0.032, -5.962, -2.480], [1.004, -5.576, -4.756], [2.283, -5.663, -3.536], [1.707, -4.095, -4.102], [0.555, 9.284, -8.524], [-0.932, 9.053, -8.384], [-1.423, 8.617, -7.358], [-1.714, 9.347, -9.457], [-1.309, 9.866, -10.749], [1.031, 9.002, -7.592], [0.969, 8.678, -9.330], [0.768, 10.334, -8.727], [-2.692, 9.169, -9.300], [-1.789, 10.826, -10.947], [-1.585, 9.173, -11.546], [-0.235, 10.008, -10.777], [0.936, -9.691, 9.766], [0.252, -8.889, 8.683], [-0.940, -9.011, 8.446], [1.017, -8.016, 7.979], [2.433, -7.736, 8.125], [0.194, -10.332, 10.229], [1.731, -10.310, 9.348], [1.363, -9.035, 10.525], [0.508, -7.509, 7.273], [2.593, -6.686, 8.371], [2.965, -7.955, 7.198], [2.857, -8.344, 8.916]], "mulliken_charge": [-1.127, 0.867, -0.657, -0.302, -0.326, -1.258, -0.734, 0.290, 0.284, 0.350, 0.304, 0.472, 0.464, 0.296, -0.032, -0.046, 0.006, -0.006, 0.094, -1.638, 0.946, -0.700, -0.130, -0.819, 0.458, 0.381, 0.414, 0.259, 0.284, 0.278, 0.289, -1.168, 0.773, -0.695, -0.045, -0.308, 0.312, 0.311, 0.324, 0.133, 0.301, 0.226, -0.178, -1.352, 0.829, -0.674, -0.065, -0.664, 0.307, 0.359, 0.351, 0.195, 0.255, 0.197, 0.269, -1.308, 0.739, -0.513, -0.147, -0.770, 0.291, 0.355, 0.355, 0.199, 0.212, 0.277, 0.329, -1.047, 0.756, -0.653, -0.097, -0.521, 0.275, 0.226, 0.344, 0.190, 0.009, 0.258, 0.310, -1.291, 0.800, -0.629, -0.177, -0.846, 0.272, 0.377, 0.372, 0.232, 0.283, 0.280, 0.324, -1.300, 0.769, -0.645, -0.165, -0.818, 0.275, 0.357, 0.397, 0.239, 0.283, 0.282, 0.308, -1.443, 0.901, -0.584, -0.077, -0.876, 0.300, 0.369, 0.370, 0.115, 0.293, 0.290, 0.338], "homo_ev": -4.60, "gap_ev": 6.3, "multiplicity": 1, "e_lumo_ev": 1.67, "charge": -1, "largest_force_ev_per_a": 3.2}

{"formula": "C28H69N2O15PS", "method": "ωB97M-V/def2-TZVPD", "symbols": ["C", "O", "C", "C", "N", "N", "C", "S", "P", "O", "O", "H", "H", "H", "H", "H", "H", "H", "H", "H", "C", "O", "C", "C", "O", "C", "H", "H", "H", "H", "H", "H", "H", "H", "H", "H", "C", "O", "C", "C", "O", "C", "H", "H", "H", "H", "H", "H", "H", "H", "H", "H", "C", "O", "C", "C", "O", "C", "H", "H", "H", "H", "H", "H", "H", "H", "H", "H", "C", "O", "C", "C", "O", "C", "H", "H", "H", "H", "H", "H", "H", "H", "H", "H", "C", "O", "C", "C", "O", "C", "H", "H", "H", "H", "H", "H", "H", "H", "H", "H", "C", "O", "C", "C", "O", "C", "H", "H", "H", "H", "H", "H", "H", "H", "H", "H"], "coordinates": [[2.541, -0.062, 4.502], [1.595, -0.479, 5.485], [0.298, 0.027, 5.354], [-0.471, -0.495, 4.102], [0.153, -1.707, 3.565], [-0.630, 0.529, 3.054], [0.186, 0.695, 2.170], [1.267, 1.136, 1.125], [0.306, 1.877, 5.741], [-1.277, 2.258, 6.026], [0.711, 2.696, 4.370], [2.429, -0.646, 3.587], [2.495, 1.007, 4.286], [3.529, -0.278, 4.909], [-0.256, -0.386, 6.203], [-1.482, -0.748, 4.436], [0.099, -2.419, 4.286], [-0.414, -2.039, 2.789], [-1.858, 1.876, 5.348], [-0.062, 2.913, 3.828], [4.148, -2.301, 0.626], [3.654, -2.405, 1.948], [3.155, -3.694, 2.261], [4.134, -4.484, 3.100], [5.312, -4.802, 2.376], [6.414, -3.976, 2.702], [4.644, -1.336, 0.531], [4.864, -3.095, 0.400], [3.322, -2.341, -0.093], [2.911, -4.245, 1.347], [2.231, -3.555, 2.832], [3.666, -5.428, 3.398], [4.380, -3.925, 4.009], [6.779, -4.195, 3.712], [6.156, -2.916, 2.635], [7.207, -4.194, 1.989], [-4.038, 4.136, 0.008], [-2.956, 3.275, -0.290], [-2.742, 2.274, 0.695], [-3.281, 0.933, 0.255], [-4.695, 0.930, 0.154], [-5.146, 1.049, -1.186], [-4.216, 4.753, -0.872], [-4.947, 3.575, 0.238], [-3.795, 4.790, 0.852], [-3.193, 2.571, 1.648], [-1.662, 2.186, 0.841], [-3.001, 0.180, 0.999], [-2.828, 0.650, -0.702], [-4.913, 0.143, -1.751], [-4.689, 1.909, -1.684], [-6.226, 1.188, -1.162], [-2.854, -1.866, -3.289], [-3.569, -0.705, -3.673], [-2.735, 0.332, -4.168], [-2.779, 0.414, -5.677], [-2.201, -0.735, -6.280], [-3.166, -1.649, -6.773], [-3.585, -2.645, -3.079], [-2.186, -2.208, -4.083], [-2.268, -1.679, -2.381], [-1.704, 0.191, -3.830], [-3.100, 1.276, -3.750], [-2.201, 1.287, -5.996], [-3.810, 0.550, -6.017], [-3.665, -1.246, -7.660], [-3.915, -1.889, -6.015], [-2.639, -2.560, -7.052], [3.812, 3.781, -0.601], [4.141, 2.405, -0.674], [5.097, 2.102, -1.677], [6.473, 1.886, -1.088], [7.001, 3.080, -0.535], [6.913, 3.133, 0.878], [3.211, 3.925, 0.295], [4.707, 4.404, -0.534], [3.223, 4.085, -1.473], [5.130, 2.897, -2.429], [4.775, 1.180, -2.172], [7.153, 1.561, -1.883], [6.434, 1.096, -0.332], [7.606, 2.421, 1.337], [5.899, 2.925, 1.227], [7.194, 4.140, 1.183], [-4.482, -0.161, 6.976], [-3.802, -1.223, 6.333], [-3.529, -2.321, 7.192], [-4.491, -3.464, 6.963], [-5.812, -3.122, 7.345], [-6.656, -2.810, 6.251], [-4.790, 0.539, 6.200], [-5.372, -0.513, 7.502], [-3.818, 0.359, 7.674], [-3.560, -2.005, 8.239], [-2.512, -2.666, 6.974], [-4.180, -4.317, 7.575], [-4.462, -3.772, 5.913], [-6.884, -3.708, 5.668], [-6.205, -2.060, 5.596], [-7.583, -2.413, 6.659], [0.577, 2.429, -10.063], [0.025, 2.247, -8.773], [-0.409, 0.916, -8.526], [0.581, 0.156, -7.671], [1.802, -0.056, -8.369], [2.837, 0.823, -7.975], [1.020, 3.424, -10.091], [1.352, 1.689, -10.279], [-0.202, 2.370, -10.832], [-0.577, 0.384, -9.468], [-1.362, 0.975, -7.998], [0.163, -0.821, -7.426], [0.761, 0.691, -6.732], [3.186, 0.586, -6.964], [2.515, 1.867, -8.008], [3.665, 0.685, -8.670]], "mulliken_charge": [-0.457, -0.484, 0.343, -0.547, -0.371, -0.140, 0.336, -0.128, -0.146, -0.433, -0.351, 0.027, 0.272, 0.295, 0.295, 0.349, 0.278, 0.275, 0.355, 0.304, -0.827, -0.184, -0.307, -0.630, -0.382, -0.694, 0.202, 0.355, 0.303, 0.385, 0.193, 0.392, 0.321, 0.332, 0.278, 0.245, -0.769, -0.410, -0.165, -0.046, -0.405, -0.556, 0.266, 0.331, 0.311, 0.297, 0.023, 0.340, -0.015, 0.216, 0.242, 0.291, -0.756, -0.353, -0.513, -0.573, -0.112, -0.882, 0.252, 0.347, 0.271, 0.349, 0.342, 0.396, 0.350, 0.341, 0.329, 0.238, -0.853, -0.161, -0.598, -0.393, -0.389, -0.643, 0.212, 0.356, 0.322, 0.365, 0.368, 0.379, 0.222, 0.323, 0.235, 0.249, -0.863, -0.157, -0.419, -0.690, -0.376, -0.674, 0.217, 0.390, 0.322, 0.377, 0.317, 0.401, 0.328, 0.327, 0.272, 0.241, -0.746, -0.378, -0.355, -0.273, -0.413, -0.699, 0.246, 0.320, 0.317, 0.292, 0.249, 0.233, 0.301, 0.299, 0.317, 0.250], "homo_ev": -8.53, "gap_ev": 8.7, "multiplicity": 1, "e_lumo_ev": 0.21, "charge": 0, "largest_force_ev_per_a": 1.7}